(1)
This record from the OMol25 dataset describes a molecular structure, C33H48CrF3O21S. The level of theory is ωB97M-V/def2-TZVPD.

Atoms and positions in Å:
Cr -2.5872 2.3871 -2.0420
C 0.0269 5.3863 -0.6125
C -1.0408 4.3376 -1.1224
O -1.2314 3.9798 -2.3496
O -1.8438 3.7529 -0.3422
H -0.1057 5.3926 0.4694
H -0.1668 6.4088 -0.9364
H 1.0715 5.4589 -0.9152
C -5.4244 -0.2326 -0.7725
C -4.4837 0.8695 -1.2678
O -3.8861 1.6608 -0.5645
O -4.0722 0.9630 -2.4189
H -5.0927 -1.2096 -1.1241
H -6.3911 -0.0221 -1.2300
H -5.4434 -0.2142 0.3171
C 0.5033 0.6096 0.9246
F 1.3689 1.4983 0.3520
F 1.1991 -0.4065 1.4134
F -0.2855 1.1812 1.7995
S -0.6285 0.0209 -0.4865
O 0.2988 -0.3612 -1.5238
O -1.5588 -1.0082 -0.0540
O -1.3237 1.2762 -0.9767
O -1.4843 1.4511 -3.5828
C -0.9797 0.6371 -4.4458
O -0.7936 -0.6559 -4.2585
C -0.4566 -1.2857 -5.4925
C 0.1436 -0.1987 -6.3656
C -0.3325 1.1354 -5.7741
H -1.3730 -1.5364 -6.0267
H 0.2234 -2.1349 -5.5613
H -0.1156 -0.3862 -7.4076
H 1.2201 -0.3172 -6.2428
H -1.1557 1.4702 -6.4053
H 0.4520 1.8900 -5.7173
O 3.2718 1.3712 -5.6384
C 3.1157 1.9942 -4.5730
O 3.1156 3.3527 -4.6012
C 2.8969 3.8351 -3.2557
C 2.2192 2.6898 -2.5689
C 2.9458 1.4614 -3.1710
H 2.2815 4.7347 -3.2518
H 3.8674 4.0924 -2.8313
H 1.1823 2.6553 -2.9033
H 2.2930 2.8088 -1.4879
H 2.4895 0.4836 -3.0163
H 3.8940 1.4226 -2.6347
O 2.6084 -0.9325 7.1237
C 1.8475 -0.0125 6.7122
O 1.6239 0.2768 5.4189
C 1.0808 1.5156 5.1417
C 0.4365 1.8387 6.5419
C 1.0171 0.9352 7.5082
H 0.4413 1.3235 4.2802
H 1.7193 2.3714 4.9224
H -0.6443 1.6989 6.5582
H 0.5037 2.9007 6.7780
H 0.3370 0.2161 7.9647
H 1.7001 1.2709 8.2885
O 6.1687 -1.1553 0.1961
C 5.9203 -0.1257 0.7274
O 6.8001 0.9123 0.8184
C 6.1561 2.0791 1.5031
C 4.6928 1.6674 1.7949
C 4.5877 0.1870 1.4667
H 6.0325 2.9583 0.8708
H 6.6238 2.3219 2.4572
H 4.0935 2.2649 1.1080
H 4.3884 1.7676 2.8368
H 3.7730 -0.1836 0.8445
H 4.8838 -0.4341 2.3120
O 3.2418 -4.3884 2.0242
C 2.2244 -4.4622 1.4622
O 2.1082 -4.9912 0.2001
C 0.7883 -5.0731 -0.1551
C 0.1070 -4.1230 0.7658
C 0.8804 -4.0691 2.0433
H 0.4816 -6.1116 -0.0303
H 0.6909 -4.7284 -1.1845
H -0.9348 -4.4005 0.9264
H 0.1057 -3.1735 0.2305
H 0.4335 -4.7732 2.7452
H 0.8585 -3.0975 2.5370
O -1.1636 -5.4327 -2.7396
C -2.0696 -4.6164 -2.5532
O -3.1895 -5.0363 -2.0326
C -4.0692 -4.0102 -1.9062
C -3.2642 -2.7451 -1.9295
C -2.0019 -3.0768 -2.6435
H -4.4544 -4.1315 -0.8938
H -4.9977 -3.9488 -2.4738
H -2.8953 -2.4847 -0.9374
H -3.7558 -1.9770 -2.5265
H -1.1010 -2.5718 -2.2948
H -2.1683 -2.6229 -3.6204
O -4.1180 -2.5547 2.6508
C -3.8923 -1.4018 3.0402
O -4.7251 -0.4131 2.8457
C -4.2524 0.7648 3.4167
C -2.8190 0.4129 3.8988
C -2.5044 -0.9645 3.5185
H -4.8947 1.0786 4.2395
H -4.2716 1.5775 2.6907
H -2.8776 0.6011 4.9708
H -2.2772 1.1505 3.3067
H -1.9938 -1.5802 4.2590
H -1.8442 -0.9870 2.6514

## Properties
- ⟨S²⟩ = 6.06
- frontier orbital gap (alpha / beta) (eV) = 7.1 / 2.4
- LUMO (alpha / beta) (eV) = -4.7 / -9.3
- charge = +1
- largest force on an atom (eV/A) = 5.608
- 2S+1 = 5



(2)
This record from the OMol25 dataset describes 2 unconnected molecules or ions with the total composition C5H8Br2N3. The level of theory is ωB97M-V/def2-TZVPD.

Atoms and positions in Å:
C -1.1964 1.2249 -1.2572
C -1.3283 -0.1238 -1.0623
C 0.9386 1.1508 -0.1412
C -0.0747 1.8537 -0.7316
C -0.3137 -0.8059 -0.4372
N 0.7978 -0.2053 0.0907
N 1.7925 -0.9879 0.4887
N -0.4141 -2.2712 -0.3354
Br 0.3048 3.7595 -1.0077
Br -0.0524 0.8056 3.0661
H -1.9589 1.8445 -1.8010
H -2.1867 -0.5871 -1.5173
H 1.8760 1.7281 0.1125
H 1.5248 -1.9522 0.4436
H 2.3205 -0.4699 1.1778
H -1.3230 -2.6414 -0.2318
H -0.7963 0.4380 4.2549
H 0.0896 -2.7604 -1.1115

## Properties
- relative energy (zero: lowest compared OMol25 entry of this formula, charge and spin) (kcal/mol) = 0.36
- frontier orbital gap (eV) = 9.1
- LUMO (eV) = -4.4
- charge = +1
- largest force on an atom (eV/A) = 4.147



(3)
This record from the OMol25 dataset describes a molecular structure, C3H5NO2. The level of theory is ωB97M-V/def2-TZVPD.

Atoms and positions in Å:
C 1.2843 0.5252 0.5720
C -0.0530 -0.0550 0.2152
N -0.3542 -1.4445 0.2524
O -1.2653 0.6658 0.2858
C -0.9538 0.1321 -0.9845
O -1.2736 -1.1557 -1.2767
H 1.3769 0.7666 1.6354
H 1.4237 1.4477 0.0005
H 2.0776 -0.1783 0.3017
H -1.2238 -1.5836 0.7700
H -1.0387 0.8797 -1.7719

## Properties
- relative energy (zero: lowest compared OMol25 entry of this formula, charge and spin) (kcal/mol) = 124.88
- frontier orbital gap (alpha / beta) (eV) = 8.9 / 8.9
- LUMO (alpha / beta) (eV) = -0.6 / -0.6
- largest force on an atom (eV/A) = 3.253